No. 1
The following is a quantum chemistry calculation of a gas-phase ion, C4H12N3 (charge +1) in a non-equilibrium geometry, from the OMol25 dataset.

Properties
charge: +1
M: 102.2 Da
gap between HOMO and LUMO: 0.305 Eh

Atoms and positions in Å:
C -1.371 0.774 0.915
C 0.120 0.483 0.999
C 0.683 -0.312 -0.138
C 0.089 -0.467 -1.316
N 0.701 -1.343 -2.325
N 1.895 -1.002 0.100
N -1.801 1.825 1.812
H -1.890 -0.127 1.212
H -1.674 1.108 -0.082
H 0.344 0.012 1.945
H 0.672 1.423 1.059
H -0.949 -0.203 -1.445
H 0.830 -2.309 -1.986
H 0.150 -1.404 -3.180
H 1.623 -0.977 -2.554
H 2.063 -1.195 1.078
H 2.744 -0.599 -0.281
H -2.179 2.664 1.420
H -2.051 1.647 2.765

Atomic partial charges in e from the natural (NBO) method, atoms 1 to 4: -0.212 -0.470 0.264 -0.192

=====

No. 2
The following is a quantum chemistry calculation of a molecular structure, C14H13HfN3O7 in a non-equilibrium geometry, from the OMol25 dataset.

Properties
charge: +2
M: 513.8 Da
gap between HOMO and LUMO: 0.204 Eh

Atoms and positions in Å:
Hf -0.213 -0.662 -0.860
O -3.612 1.737 -0.899
C -2.367 1.277 -0.963
O -2.139 0.069 -0.734
C -1.321 2.187 -1.263
C -1.329 3.564 -1.528
C -0.137 4.238 -1.659
C 1.070 3.509 -1.671
C 1.025 2.183 -1.319
N -0.137 1.595 -0.975
C 2.109 1.268 -1.303
O 3.393 1.689 -1.466
O 1.837 0.026 -0.923
H -4.213 1.008 -0.831
H -2.264 4.052 -1.816
H -0.096 5.288 -1.732
H 2.036 3.932 -2.047
H 3.420 2.690 -1.473
C 0.999 -3.123 -2.824
C 0.378 -1.887 -2.477
O -0.215 -1.041 -3.231
H 2.008 -3.151 -2.359
H 1.203 -3.260 -3.930
H 0.514 -4.026 -2.482
C 0.516 -3.605 3.002
N 0.112 -2.186 2.881
C -0.158 -1.418 3.975
C -0.569 -0.155 3.847
C -0.919 0.390 2.539
O -1.698 1.330 2.275
N -0.330 -0.309 1.474
C 0.009 -1.605 1.609
O 0.208 -2.317 0.545
H 0.792 -3.972 1.968
H -0.257 -4.209 3.531
H 1.420 -3.556 3.537
H -0.181 -2.029 4.864
H -0.894 0.479 4.717

Atomic partial charges in e from the natural (NBO) method, atoms 1 to 4: 2.375 -0.553 0.852 -0.666

=====

No. 3
The following is a quantum chemistry calculation of 2 unconnected molecules or ions with the total composition C20H19F3O4 in a non-equilibrium geometry, from the OMol25 dataset.

Properties
charge: 0
M: 380.4 Da
gap between HOMO and LUMO: 0.130 Eh

Atoms and positions in Å:
C 4.212 -2.874 2.107
C 3.358 -1.635 2.010
O 2.736 -1.615 0.706
C 1.993 -0.507 0.470
C 1.531 -0.516 -0.886
F 1.862 -1.592 -1.607
C 1.111 0.633 -1.636
O 0.645 1.676 -1.194
O 1.305 0.400 -2.957
C 1.096 1.569 -3.778
C 1.374 1.175 -5.205
O 1.778 0.381 1.284
H 4.697 -2.873 3.086
H 3.601 -3.779 2.022
H 4.987 -2.893 1.334
H 2.577 -1.652 2.785
H 3.981 -0.738 2.143
H 0.055 1.912 -3.673
H 1.777 2.375 -3.464
H 1.235 2.059 -5.832
H 2.401 0.814 -5.329
H 0.680 0.397 -5.538
F -4.904 -0.832 -3.378
C -4.117 -0.366 -2.358
C -3.615 0.932 -2.439
C -2.794 1.375 -1.419
C -2.433 0.542 -0.312
C -1.509 1.064 0.631
C -1.245 0.722 1.978
C -0.517 1.671 2.766
C -0.111 1.398 4.055
C -0.414 0.145 4.586
F 0.071 -0.175 5.826
C -1.167 -0.800 3.898
C -1.621 -0.489 2.624
C -2.998 -0.763 -0.283
C -3.841 -1.213 -1.290
H -3.878 1.580 -3.272
H -2.387 2.387 -1.438
H -0.972 1.941 0.291
H -0.277 2.627 2.299
H 0.432 2.135 4.640
H -1.408 -1.753 4.360
H -2.256 -1.198 2.109
H -2.744 -1.443 0.521
H -4.287 -2.202 -1.242

Atomic partial charges in e from the natural (NBO) method, atoms 1 to 4: -0.620 -0.067 -0.518 0.676

=====

No. 4
The following is a quantum chemistry calculation of 2 unconnected molecules or ions with the total composition C7H13NO in a non-equilibrium geometry, from the OMol25 dataset.

Properties
charge: 0
M: 127.2 Da
gap between HOMO and LUMO: 0.347 Eh

Atoms and positions in Å:
C -0.695 3.006 0.253
C 0.288 0.358 -1.154
C 1.130 0.662 -2.143
O 0.390 2.084 0.253
H -0.776 0.314 -1.345
H -0.480 3.847 0.916
H -1.629 2.523 0.556
H -0.788 3.358 -0.773
H 2.191 0.770 -1.975
H 0.771 0.926 -3.125
C -0.038 -3.001 0.829
C -0.383 -1.556 0.623
C 0.684 -0.697 0.046
C -1.566 -1.045 0.957
N 1.885 -0.950 0.369
H 2.564 -0.376 -0.133
H 0.434 1.533 1.071
H 0.168 -3.477 -0.129
H 0.868 -3.072 1.429
H -0.840 -3.535 1.332
H -2.354 -1.657 1.374
H -1.822 -0.016 0.769

Atomic partial charges in e from the natural (NBO) method, atoms 1 to 4: -0.247 -0.176 -0.437 -0.708

=====

No. 5
The following is a quantum chemistry calculation of a single C3H6Si molecule in a non-equilibrium geometry, from the OMol25 dataset.

Properties
charge: 0
M: 70.2 Da
gap between HOMO and LUMO (spin up / spin down): 0.308 / 0.308 Eh

Atoms and positions in Å:
C -2.092 -0.240 -0.358
C -1.102 0.228 0.378
C 2.223 -0.440 0.005
Si 0.765 0.528 0.010
H -3.149 -0.315 -0.003
H -1.913 -0.451 -1.411
H -1.393 0.026 1.379
H 3.034 0.016 -0.604
H 2.584 -1.304 0.557
H 1.043 1.953 0.046

Atomic partial charges in e from the natural (NBO) method, atoms 1 to 4: -0.311 -0.667 -1.129 1.205

=====

No. 6
The following is a quantum chemistry calculation of 2 unconnected molecules or ions with the total composition C3H10S, from the OMol25 dataset.

Properties
multiplicity: 2
charge: +1
M: 78.2 Da
gap between HOMO and LUMO (spin up / spin down): 0.438 / 0.251 Eh

Atoms and positions in Å:
C 3.120 -0.619 -0.764
H 3.039 -1.204 0.149
H 2.114 -0.556 -1.173
H 3.512 0.379 -0.580
H 3.771 -1.129 -1.456
C -1.570 -0.416 1.022
C -2.278 0.817 0.414
S -1.759 1.028 -1.296
H -2.012 -0.603 2.001
H -1.655 -1.294 0.387
H -0.507 -0.155 1.114
H -1.975 1.720 0.959
H -3.363 0.790 0.309
H -0.438 1.242 -1.087

Atomic partial charges in e from the natural (NBO) method, atoms 1 to 4: -0.845 0.218 0.177 0.218

=====

No. 7
The following is a quantum chemistry calculation of a molecular structure, C9H15BFORb, from the OMol25 dataset.

Properties
charge: 0
M: 254.5 Da
gap between HOMO and LUMO: 0.308 Eh

Atoms and positions in Å:
Rb -2.778 -1.579 -0.651
B -2.732 -1.271 -3.691
H -2.553 -2.392 -3.258
H -2.871 -1.281 -4.887
H -3.734 -0.860 -3.134
H -1.800 -0.564 -3.363
C -0.023 -0.730 3.407
C -0.221 -1.496 2.127
O -1.304 -1.948 1.809
C 0.964 -1.596 1.213
H 0.603 -1.323 4.081
H -0.973 -0.578 3.918
H 0.469 0.223 3.227
H 0.630 -1.799 0.196
H 1.631 -2.402 1.524
H 1.552 -0.677 1.209
F -1.472 1.001 -0.730
C -0.187 1.382 -0.522
C 0.749 1.040 -1.477
C 2.078 1.350 -1.253
C 2.441 2.008 -0.082
C 1.483 2.357 0.861
C 0.147 2.047 0.638
H 0.422 0.495 -2.356
H 2.832 1.112 -1.990
H 3.476 2.290 0.067
H 1.781 2.922 1.734
H -0.609 2.269 1.381

Atomic partial charges in e from the natural (NBO) method, atoms 1 to 4: 0.980 -0.721 -0.092 -0.012

=====

No. 8
The following is a quantum chemistry calculation of a molecular structure, C17H14BF2N5Pd in a non-equilibrium geometry, from the OMol25 dataset.

Properties
charge: 0
M: 443.6 Da
gap between HOMO and LUMO (spin up / spin down): 0.269 / 0.267 Eh

Atoms and positions in Å:
Pd -0.130 -0.807 -1.043
F 5.123 -1.052 -2.531
C 4.228 -1.041 -1.524
C 2.878 -1.162 -1.806
C 1.938 -1.167 -0.776
C 2.389 -1.015 0.565
C 3.761 -0.863 0.790
F 4.251 -0.649 2.033
C 4.691 -0.884 -0.231
C 1.374 -0.992 1.624
C 1.633 -1.033 2.998
C 0.588 -0.927 3.897
C -0.715 -0.838 3.428
C -0.907 -0.847 2.057
N 0.099 -0.909 1.200
H 2.574 -1.270 -2.843
H 5.741 -0.770 -0.020
H 2.639 -1.128 3.366
H 0.786 -0.918 4.957
H -1.556 -0.756 4.098
H -1.902 -0.785 1.626
B -2.868 1.784 -1.174
N -3.129 0.255 -1.136
C -4.352 -0.251 -0.945
C -4.305 -1.624 -1.119
C -2.973 -1.882 -1.422
N -2.288 -0.733 -1.440
N -1.360 2.154 -1.126
C -0.932 3.416 -1.017
C 0.453 3.425 -1.055
C 0.800 2.089 -1.196
N -0.312 1.352 -1.250
H -3.315 2.201 -2.200
H -3.383 2.267 -0.215
H -5.180 0.382 -0.697
H -5.107 -2.327 -1.041
H -2.490 -2.822 -1.648
H -1.623 4.230 -0.924
H 1.112 4.266 -0.984
H 1.772 1.632 -1.276

Atomic partial charges in e from the natural (NBO) method, atoms 1 to 4: 0.948 -0.316 0.429 -0.353